Entry 1:
17
Properties=species:S:1:pos:R:3:lowdin_charge:R:1 method="wB97M-V/def2-TZVPD" smiles="CNC(=O)CN.O" spin_multiplicity=1 orbital_gap_ev=10.52
O 2.1881 -0.2225 -0.8875 0.052
O -2.6783 0.8147 0.9019 -0.094
N 0.3134 -1.1531 -0.0266 0.021
N -0.0769 1.9388 0.2279 -0.001
C 1.0028 -0.1535 -0.6241 -0.517
C 0.9140 -2.4712 0.2122 -0.050
C 0.1639 1.0678 -0.9517 -0.172
H 1.8411 -2.4966 -0.3448 0.077
H -0.2406 2.8734 -0.1347 0.083
H -3.0112 1.1330 1.7513 0.033
H -1.7957 1.2186 0.8227 -0.028
H 0.2152 -3.2358 -0.0871 0.079
H -0.6626 -1.0698 0.2013 0.123
H 0.6583 1.5963 -1.7582 0.113
H -0.8058 0.7136 -1.3205 0.114
H 1.1915 -2.5713 1.2542 0.079
H 0.7827 2.0176 0.7638 0.087

***

Entry 2:
17
Properties=species:S:1:pos:R:3:lowdin_charge:R:1 method="wB97M-V/def2-TZVPD" spin_multiplicity=1 orbital_gap_ev=9.92
O 2.2454 0.0417 0.5623 -0.262
O -0.0302 1.8660 0.0237 -0.039
N -2.2096 -1.1825 -0.0417 -0.068
N 2.7182 -0.6461 -0.4807 -0.110
C -0.0045 0.4666 -0.0936 -0.397
C -1.4991 0.1812 0.1543 -0.251
C 0.8522 -0.3696 0.7926 -0.136
H 0.4058 -1.3766 0.6503 0.145
H -3.3402 -0.8168 -0.1019 0.147
H -2.0048 -1.3165 -1.0537 0.043
H 0.6363 -0.0766 1.7447 0.098
H -1.8646 0.2657 1.2828 0.150
H -0.7377 2.3118 -0.4472 0.089
H 3.9852 -0.6825 -0.1413 0.198
H -2.2344 0.8940 -0.1868 0.080
H 2.7251 0.0990 -1.4986 0.159
H 0.3569 0.3413 -1.1654 0.152

***

Entry 3:
17
Properties=species:S:1:pos:R:3:lowdin_charge:R:1 method="wB97M-V/def2-TZVPD" smiles="CC(=O)NCN.O" spin_multiplicity=1 orbital_gap_ev=9.89
O 0.8555 -0.3507 -0.4729 0.037
O 4.3696 -0.7645 -1.9757 -0.063
N -1.1229 0.2466 0.4492 0.029
N -1.4707 -1.0206 2.4926 0.026
C -0.2280 1.7865 -1.1602 -0.030
C -0.0422 0.4493 -0.3927 -0.571
C -1.3972 -1.1426 1.1235 -0.231
H 3.6625 -1.0979 -2.5459 0.039
H -0.5639 -1.7524 0.8953 0.094
H -0.7586 -0.7642 3.1065 0.067
H -2.4118 -1.3306 0.6405 0.144
H -2.3241 -1.1217 2.9227 0.041
H -0.6705 2.5736 -0.5725 0.053
H -0.8712 1.6885 -2.0963 0.092
H -1.9239 0.9582 0.3905 0.150
H 4.0806 -0.3561 -1.1696 0.015
H 0.8168 1.9983 -1.6350 0.108

***

Entry 4:
18
Properties=species:S:1:pos:R:3:lowdin_charge:R:1 method="wB97M-V/def2-TZVPD" spin_multiplicity=1 orbital_gap_ev=7.36
Si -1.8151 0.0249 -0.4741 0.516
O 0.8677 1.3269 -2.8093 0.216
O -0.6271 2.9988 -2.5390 0.211
N 0.8066 -1.0725 -0.4402 0.021
N 1.6436 -0.2076 1.8422 -0.065
C 0.1259 -0.2809 1.6400 -0.337
C -0.1522 -0.0814 0.1824 -0.570
C 0.0955 2.1217 -2.6541 -0.497
H -0.1048 -1.3848 1.8575 0.114
H -0.3735 0.3790 2.3313 0.094
H 1.0848 -0.7289 -1.4130 0.137
H 1.5234 -0.8363 0.3370 0.085
H 0.4786 -2.0949 -0.5348 0.158
H -2.7612 -0.8309 0.2585 -0.107
H -2.0507 -0.6387 -1.7343 -0.103
H 1.8777 -0.7719 2.6847 0.081
H -2.6480 1.3252 -0.6664 -0.068
H 2.0290 0.7523 2.1316 0.113

***

Entry 5:
18
Properties=species:S:1:pos:R:3:lowdin_charge:R:1 method="wB97M-V/def2-TZVPD" smiles="NC(=O)O.COCN" spin_multiplicity=1 orbital_gap_ev=9.74
O -1.6907 -0.8769 1.4622 0.092
O -1.4144 -0.9094 -0.7813 0.049
O 1.3100 1.7105 0.4276 -0.176
N -0.6790 -2.6364 0.5045 0.182
N 1.1459 0.4243 -1.5471 0.036
C 1.4731 0.4496 -0.1507 -0.331
C 0.0509 2.3073 0.2016 -0.106
C -1.1774 -1.3867 0.3112 -0.680
H 1.7166 -0.2493 -2.0405 0.072
H -0.7296 -3.0455 1.4218 0.111
H -0.5378 -3.2228 -0.2992 0.117
H -2.1411 -0.0425 1.2690 0.117
H 0.0482 3.2330 0.7746 0.088
H -0.7610 1.6580 0.5481 0.064
H 2.5238 0.1964 0.0106 0.125
H 0.1652 0.1584 -1.6670 0.048
H 0.7960 -0.2935 0.4140 0.109
H -0.0987 2.5254 -0.8594 0.084

***

Entry 6:
18
Properties=species:S:1:pos:R:3:lowdin_charge:R:1 method="wB97M-V/def2-TZVPD" smiles=c1c[nH]cn1.O.O.O spin_multiplicity=1 orbital_gap_ev=8.71
O 1.8868 -0.6693 1.2333 -0.066
O 3.0098 -2.6500 -0.5940 -0.049
O -0.3452 -1.2723 -4.3420 -0.066
N -0.7229 1.2051 0.9159 0.041
N -2.8503 1.7046 0.7196 0.037
C -1.0508 1.9127 2.0340 -0.117
C -1.8505 1.0911 0.1642 -0.226
C -2.3657 2.2643 1.8694 -0.171
H 0.3160 -1.1433 -3.6448 0.030
H -1.1769 -1.0606 -3.8907 0.035
H -0.2805 2.2757 2.6858 0.103
H 2.9131 -3.2072 -1.3692 0.051
H -2.9900 2.5943 2.6813 0.089
H 2.9127 -3.1323 0.2321 0.050
H -1.8334 0.5770 -0.7865 0.108
H 0.2028 0.8561 0.7402 0.105
H 2.2946 0.0625 0.7584 0.039
H 1.9304 -1.4082 0.5932 0.009

***

Entry 7:
18
Properties=species:S:1:pos:R:3:lowdin_charge:R:1 method="wB97M-V/def2-TZVPD" smiles="NCC(=O)NCO.O" spin_multiplicity=1 orbital_gap_ev=9.71
O 0.5777 -1.4634 1.6286 0.031
O 2.1671 2.6426 -0.5364 -0.036
O -0.9342 1.3415 -1.0687 -0.055
N -0.2485 0.4787 0.9943 0.065
N 0.3321 -2.4046 -1.1706 0.002
C -0.7102 -1.7018 -0.3756 -0.183
C -1.3090 1.1401 0.3033 -0.252
C -0.1364 -0.8830 0.8042 -0.428
H 0.7337 -1.9330 -1.9199 0.027
H -2.2148 0.5312 0.2112 0.123
H -1.3462 -1.2457 -1.1649 0.114
H 1.4920 2.6686 -1.1656 -0.017
H -1.3866 -2.4155 0.0784 0.107
H 1.1148 -2.8459 -0.5562 0.120
H 0.3984 1.0070 1.5727 0.146
H -1.3323 2.1323 -1.3834 0.064
H 1.9009 1.9816 0.1285 0.027
H -1.4965 2.1030 0.8538 0.144

***

Entry 8:
18
Properties=species:S:1:pos:R:3:lowdin_charge:R:1 method="wB97M-V/def2-TZVPD" spin_multiplicity=1 orbital_gap_ev=4.58
O -2.0006 -1.1416 0.4973 0.018
O -3.0176 0.8661 -0.5928 -0.341
O -0.6651 0.7444 0.9279 -0.018
N 3.1383 1.0314 -0.5680 0.009
N 0.3609 -1.3426 0.2096 0.289
C 1.9386 0.2097 -0.8113 -0.246
C 1.5776 -0.5893 0.4458 -0.189
C -0.7888 -0.5321 0.1378 -0.452
H 1.0371 0.7922 -1.1248 0.119
H 1.4713 0.1164 1.3053 0.145
H 2.1436 -0.5364 -1.5384 0.105
H -3.8963 1.1019 -0.9479 -0.036
H 3.1152 1.6400 0.2493 0.078
H 3.4614 1.5887 -1.3544 0.077
H -1.5646 1.1177 0.7938 0.076
H -0.9413 -0.1077 -0.9196 0.223
H 2.4285 -1.2994 0.6142 0.139
H -2.6464 -0.5154 0.1382 0.004

***

Entry 9:
18
Properties=species:S:1:pos:R:3:lowdin_charge:R:1 method="wB97M-V/def2-TZVPD" spin_multiplicity=1 orbital_gap_ev="8.63 / 8.63"
O 1.2604 -0.5555 -1.3013 -0.276
O 0.5898 -0.4136 -2.5890 -0.159
O -1.0960 1.5204 0.9005 -0.233
N -1.5751 -0.6728 -0.9166 0.208
N -0.7092 -1.3233 1.1246 0.203
C 1.4421 0.7280 0.8952 -0.047
C -0.7191 -0.4789 0.0827 -0.390
C 0.2870 0.5684 -0.0529 -0.217
H 1.1780 0.4771 1.9253 0.072
H -1.4761 -1.9611 1.2584 0.122
H 1.7577 1.7696 0.8957 0.093
H -0.8383 1.6000 1.8285 -0.007
H 2.2802 0.1012 0.5901 0.085
H -2.1930 -1.4680 -0.8978 0.125
H 0.1390 1.2779 -0.8450 0.128
H -1.2441 -0.3752 -1.8307 0.105
H -0.2177 -1.0496 1.9572 0.108
H 1.1344 0.2552 -3.0250 0.079

***

Entry 10:
18
Properties=species:S:1:pos:R:3:lowdin_charge:R:1 method="wB97M-V/def2-TZVPD" smiles=NC(N)(O)[C@H](O)CO spin_multiplicity=1 orbital_gap_ev=9.71
O -0.1218 -1.5072 1.1719 -0.015
O -1.5747 -0.4574 -1.2919 -0.068
O 0.4132 1.6752 -0.5200 0.010
N 1.2446 -0.4103 -1.0874 0.109
N 1.9615 0.6437 0.8650 0.109
C -0.3850 -0.1759 0.8049 -0.304
C 0.8201 0.4370 0.0019 -0.646
C -1.7152 -0.0268 0.0484 -0.198
H 0.2978 1.5565 -1.4717 0.104
H -0.4890 0.3750 1.7478 0.154
H 2.0898 1.6311 1.0393 0.083
H 0.0818 -1.9943 0.3624 0.090
H 1.8494 0.1581 1.7450 0.077
H -1.9962 1.0395 0.0660 0.124
H 0.4646 -0.8806 -1.5278 0.062
H -2.4697 -0.6170 0.5680 0.123
H 1.9605 -1.0564 -0.7927 0.082
H -2.4318 -0.3902 -1.7290 0.102

***

Entry 11:
18
Properties=species:S:1:pos:R:3:lowdin_spin:R:1 method="wB97M-V/def2-TZVPD" total_charge=+1 spin_multiplicity=2 orbital_gap_ev="9.86 / 3.84"
O 0.0459 2.3933 2.0368 0.001
O 0.3624 -1.9182 -1.5334 0.121
O -1.2210 -2.5068 -0.0002 0.638
N -0.1030 0.7082 -1.3428 0.022
N 0.9651 -3.0510 0.3368 0.179
C -0.4561 2.3266 0.6920 0.002
C -0.0584 -2.4678 -0.3542 0.028
C 0.0315 0.9382 0.1206 0.001
H -1.0127 0.9627 -1.6877 0.000
H -0.6171 2.8747 2.5603 0.000
H 0.6428 -3.5857 1.1379 0.004
H -1.5520 2.3285 0.6424 0.000
H 1.7199 -3.4709 -0.2506 0.004
H 0.6006 1.2991 -1.8995 0.000
H -0.5126 0.1655 0.6633 0.000
H -0.0448 3.1648 0.0963 0.000
H 1.0907 0.7919 0.3423 0.000
H 0.1190 -0.9533 -1.5603 -0.001

***

Entry 12:
17
Properties=species:S:1:pos:R:3:lowdin_spin:R:1 method="wB97M-V/def2-TZVPD" spin_multiplicity=3 orbital_gap_ev="6.75 / 7.48"
P -2.3954 -1.1908 0.0826 0.218
P 0.5029 -0.1697 1.5352 0.601
N -1.6114 -0.0206 0.9612 0.660
N 1.7659 -1.1121 0.8982 0.246
C 2.1018 -1.2054 -0.5236 0.014
C -0.5303 0.6483 0.1919 0.101
C -0.6549 2.1530 0.1134 0.038
H -0.3820 2.4963 1.1115 0.011
H 3.1759 -1.6639 -0.5992 0.004
H 0.1758 2.5255 -0.5314 0.002
H -1.2041 -1.6937 -0.5780 0.041
H -2.4352 -2.2896 0.9469 0.040
H 1.4776 -1.9771 -0.9789 0.007
H 2.1779 -0.2026 -1.0052 0.002
H -0.4152 0.2138 -0.7972 0.006
H -1.5898 2.6309 -0.4303 0.001
H 1.9072 -2.0910 1.3226 0.009

***

Let's list E in order: -380.31269; -380.06067; -380.27232; -669.68628; -455.54385; -455.52695; -455.51124; -455.30840; -455.35197; -455.53581; -455.19384; -912.34267 hartree.
Let's list energy above the lowest of the compared OMol25 structures with the same formula, charge and spin in order: 62.9; 724.6; 168.9; 380.7; 72.9; 117.3; 158.5; 691.1; 576.7; 94.0; 115.7; 0.0 kJ/mol.